ORCA calculation (ωB97M-V/def2-TZVPD) on C2H3ClF2 in the gas phase at a distorted geometry.

For the energy, the calculation gives -20080.3887 eV. For the molar mass, the calculation gives 100.50 g/mol. Its LUMO energy is 0.90 eV. The value obtained for the frontier orbital gap is 12.5469 eV. The SMILES is CC(F)(F)Cl.

```
8
Properties=species:S:1:pos:R:3:forces:R:3
C -1.118 1.249 0.000 -0.16 -0.78 1.06
C -0.356 -0.048 0.007 0.78 -0.64 -0.40
F -0.695 -0.819 -1.077 0.21 0.55 0.71
F -0.614 -0.796 1.109 -0.21 0.37 -0.37
Cl 1.448 0.165 -0.023 -0.69 0.05 -0.12
H -0.915 1.780 0.948 0.02 -0.04 -0.73
H -2.159 0.934 0.002 -0.23 0.17 -0.01
H -0.921 1.810 -0.896 0.27 0.32 -0.15
```
Positions in Å, forces in eV/Å.

natural (NBO) charges in e:
1 C -0.684
2 C 0.702
3 F -0.335
4 F -0.328
5 Cl -0.077
6 H 0.243
7 H 0.236
8 H 0.244